Below is C47H56NO6PSeSi2V as an isolated structure in a non-equilibrium geometry, with properties calculated with ωB97M-V with the def2-TZVPD basis set.

Structure (XYZ):
```
115
Properties=species:S:1:pos:R:3:forces:R:3:lowdin_charge:R:1
C -3.0413 -0.3415 -4.5507 0.0397 0.0259 0.0271 -0.082
H 0.5670 4.6920 4.8473 0.0202 -0.0086 0.0113 0.111
H 4.6286 -8.7772 -0.4572 -0.0183 0.0164 0.0094 0.064
H -2.9211 0.7949 -2.7287 0.0154 0.0316 -0.0100 0.088
H -4.1288 -2.4510 -0.0649 -0.0026 0.0357 0.0100 0.013
C -0.8637 3.6923 -3.3046 -0.1106 -0.1273 0.1140 -0.257
Si -3.7565 0.5662 1.6832 0.0504 0.0464 -0.1801 0.435
O 1.0917 1.2751 0.6754 0.2681 -0.3138 -0.9520 -0.150
C -0.2644 -0.7931 5.0540 0.1094 -0.0130 0.0469 -0.110
C -0.4066 0.4384 -4.9671 0.0256 -0.0261 0.0151 -0.077
H -2.9798 1.5329 -0.4825 0.0133 0.0410 0.0222 -0.005
H -1.1037 4.1227 4.6730 0.0099 0.0133 0.0062 0.109
C -3.9167 1.1283 -0.0992 -0.0038 -0.0526 -0.0376 -0.176
H 0.8133 -0.7368 5.1830 -0.0285 0.0058 0.0635 0.118
H -3.9399 1.8474 3.8337 -0.0123 -0.0175 -0.0013 0.022
C -3.5140 -2.9308 0.7022 0.0010 -0.0892 -0.0333 -0.197
C 3.2520 -6.3815 -1.1323 0.0254 -0.0580 0.0007 -0.052
C 5.1825 -8.0051 -0.9997 0.0228 -0.0741 0.0126 -0.088
O -0.3825 2.3447 2.7841 0.0846 0.1533 -0.0039 -0.149
H 1.3099 -0.1749 -2.2255 -0.0353 0.0268 -0.0161 0.089
H -1.4348 4.3339 -1.3490 -0.0109 -0.0389 -0.0055 0.101
C 1.8209 2.6413 3.4844 0.1185 0.2138 0.0760 -0.096
C -1.3707 4.6130 -2.3935 -0.0014 0.1006 -0.0858 -0.061
C -1.7364 6.1833 -4.1764 -0.0234 0.0427 -0.0721 -0.106
H -0.4222 3.3057 -5.3743 -0.0026 -0.0405 0.0303 0.105
C 5.6659 -3.2061 0.3835 0.0108 0.0116 -0.0141 -0.121
C 2.0046 2.1545 0.8338 -0.5392 -0.1907 -0.1023 -0.581
H 0.5433 5.4528 2.5690 -0.0226 0.0420 -0.0253 0.109
H -4.1169 -3.0178 1.6098 0.0220 -0.0359 0.0225 0.018
H -2.1948 6.5722 -2.1140 -0.0070 0.0169 -0.0174 0.098
H 6.3634 -5.7438 -0.0327 0.0005 -0.0137 0.0037 0.097
C -2.3568 -0.7699 -5.6806 -0.0457 -0.0498 -0.0562 -0.100
H 1.1407 -4.2336 -2.2062 0.0325 0.0057 -0.0069 0.064
H -4.6184 2.7630 2.4779 -0.0136 -0.0044 0.0190 0.021
C -1.1495 -1.0243 6.0903 0.1508 -0.0227 -0.0095 -0.080
H 4.2108 3.6487 -3.4100 -0.0145 0.0127 0.0027 0.093
H 5.1837 1.4245 -2.9648 -0.0017 0.0036 0.0006 0.099
Se 2.7601 -2.2636 -0.4814 0.0037 -0.1698 0.1090 0.638
H 2.4519 3.3474 4.0246 -0.0776 -0.0564 0.1279 0.142
C 4.5807 -6.6380 -0.8107 -0.0214 0.0493 -0.0111 -0.313
C -1.2370 5.2639 -5.0924 -0.0023 -0.0001 0.0837 -0.095
C 3.2943 0.4859 -2.6044 0.0034 0.0800 -0.0549 -0.090
H -0.7841 -1.1840 7.0954 -0.0295 0.0020 0.0065 0.090
O 2.9629 1.1126 4.8876 -0.0364 0.0844 -0.2131 -0.015
H -3.2375 -1.2343 6.5577 -0.0023 0.0135 -0.0013 0.095
H -3.9791 -0.8914 4.2394 -0.0011 0.0094 0.0333 0.080
C 2.3064 1.2289 3.8415 0.1185 -0.2104 0.1069 -0.634
C -2.4090 0.4793 -3.6299 0.0235 -0.0809 0.0005 -0.062
C 2.6908 -5.1187 -1.0003 -0.1041 0.1180 -0.0457 -0.319
H -1.1760 5.0382 2.5076 -0.0088 -0.0383 0.0018 0.105
H 6.5977 -3.6185 0.7801 0.0127 0.0128 -0.0069 0.058
H -3.2742 -3.9397 0.3506 -0.0247 0.0033 -0.0255 0.018
H -0.9050 -4.1487 1.5541 0.0347 -0.0186 -0.0212 0.026
C 1.6804 3.1165 2.0012 0.0784 0.0381 -0.0647 -0.087
H -4.7005 1.8901 -0.1641 -0.0082 -0.0062 -0.0609 0.026
C -0.1154 4.1298 4.2107 -0.0028 0.0978 -0.0766 -0.098
C 3.5648 2.8088 -3.1840 0.0041 0.0165 -0.0257 -0.099
C -1.0394 -0.3879 -5.8864 0.0139 0.0177 0.0530 -0.089
H -5.5751 -1.1485 1.3612 0.0063 0.0168 -0.0295 0.004
C 1.2464 -4.9156 -1.3586 -0.0218 -0.0309 -0.0057 -0.115
C -0.1829 4.6617 2.7557 0.0546 0.0241 0.0862 -0.098
O 2.9432 2.3619 0.0700 0.0567 0.2467 0.4818 0.044
C -2.9269 -0.8463 4.4828 -0.1881 0.0837 -0.2580 -0.040
C 2.1928 2.9907 -3.1156 -0.0604 0.0884 -0.1006 -0.087
H 0.7695 -5.8705 -1.5979 -0.0146 0.0140 -0.0061 0.061
P -0.4045 2.0561 -2.6380 -0.0157 -0.2126 0.0379 0.784
C -1.0895 0.8778 -3.8380 -0.1558 0.2054 -0.0810 -0.253
V -0.0003 0.2903 2.0245 1.2950 0.4390 0.7086 0.879
H 0.1328 1.9986 4.7760 -0.0440 0.0010 -0.0261 0.155
H -2.8577 2.6506 2.7040 -0.0004 0.0089 -0.0390 0.011
H -4.2100 0.2885 -0.7388 -0.0027 -0.0069 0.0065 0.024
C 0.3604 2.7031 3.9787 -0.0161 -0.0863 -0.0673 -0.237
H -2.8485 -1.4173 -6.3973 0.0033 -0.0074 0.0076 0.094
C -5.4429 -0.2689 1.9940 -0.0465 -0.0321 0.0161 -0.190
C -1.9910 -0.6238 3.4510 -0.1991 -0.2452 -0.1411 -0.385
H -1.1919 5.5104 -6.1460 -0.0051 0.0212 0.0017 0.095
H 5.1407 -2.6544 1.1646 0.0014 -0.0203 0.0190 0.052
C 4.1087 1.5590 -2.9354 0.0500 -0.0353 0.0185 -0.080
H 6.2140 -8.0291 -0.6422 0.0025 0.0109 0.0051 0.059
C 1.3648 1.9165 -2.8060 0.1656 -0.1416 0.1308 -0.288
H 0.7118 -4.4336 -0.5369 0.0016 -0.0217 0.0137 0.042
C -0.8269 -3.1544 2.0016 0.1775 0.1064 0.0459 -0.166
H -0.1273 -2.0368 -0.7325 -0.0030 -0.0373 -0.0052 -0.035
O -1.0052 1.8480 -1.2974 -0.0104 0.3361 -0.1347 -0.318
H -1.0735 -0.5617 -0.8473 -0.0649 0.0257 -0.0218 0.004
H -0.2665 3.3445 0.9505 -0.0327 -0.0921 0.0327 0.148
C 5.3263 -5.5772 -0.3164 0.0012 -0.0323 0.0218 -0.052
C 1.9239 0.6653 -2.5364 0.0185 -0.0083 0.0851 -0.085
C 0.1678 3.4116 1.9451 0.0114 -0.0751 -0.0155 -0.225
N -0.6849 -0.5987 3.8112 -0.4273 -0.0020 -0.5756 -0.005
C -1.1459 -1.6384 -0.6678 0.0347 0.0996 -0.0313 -0.168
C 4.7957 -4.2985 -0.1698 0.0477 0.0972 0.0113 -0.325
H -6.2257 0.4518 1.7315 -0.0184 -0.0112 0.0093 0.019
Si -1.9047 -1.9671 1.0163 -0.3600 0.0398 -0.0422 0.428
O 1.8712 0.2864 3.1161 -0.2484 -0.0147 -0.1097 -0.077
C 3.4658 -4.0267 -0.5475 -0.0175 -0.1061 -0.0487 -0.602
H 0.6304 0.7176 -5.1111 -0.0022 0.0177 0.0016 0.107
H 3.7001 -0.4831 -2.3431 0.0178 0.0051 -0.0024 0.028
H -1.1365 -3.2184 3.0475 -0.0596 -0.0597 -0.0098 0.026
H 2.2926 4.0085 1.8532 -0.1551 0.0598 -0.0111 0.141
H -1.7461 -2.0818 -1.4686 0.0233 -0.0176 -0.0229 0.029
C -2.2352 -0.4149 1.9873 0.0565 -0.2812 1.2072 -0.376
H 0.2327 -2.8774 1.9884 -0.0181 -0.0096 -0.0393 0.029
H -4.0644 -0.6512 -4.3776 0.0021 -0.0312 -0.0171 0.099
H -0.4955 -0.7453 -6.7518 -0.0115 -0.0013 -0.0115 0.097
C -0.8038 4.0217 -4.6556 0.0535 0.0317 -0.0323 -0.079
H 5.1940 -8.3029 -2.0530 -0.0038 0.0144 -0.0060 0.065
C -3.7991 2.1030 2.7800 0.0415 0.0590 0.0303 -0.167
C -2.5048 -1.0439 5.7804 -0.0663 -0.0181 0.0640 -0.089
H 1.7710 3.9718 -3.3017 -0.0118 -0.0069 0.0252 0.096
H -2.0863 7.1498 -4.5198 0.0168 0.0071 0.0085 0.092
H 2.6277 -7.1923 -1.5031 0.0022 -0.0091 0.0049 0.101
C -1.8018 5.8606 -2.8295 0.0430 -0.0712 0.0314 -0.087
H -5.6205 -0.5819 3.0251 0.0078 0.0385 0.0155 0.006
H 5.8997 -2.4628 -0.3832 -0.0120 -0.0039 -0.0160 0.064
```
Positions in Å, forces in eV/Å.

Total charge = -2
HOMO-LUMO gap = 4.875 eV
Spin multiplicity = 4
Relative energy (zero: lowest compared OMol25 entry of this formula, charge and spin) = 0.000 eV
Maximum force = 0.0300 hartree/bohr

---

Below is the molecule C6H10O in a non-equilibrium geometry, with properties calculated with ωB97M-V with the def2-TZVPD basis set.

Structure (XYZ):
```
17
Properties=species:S:1:pos:R:3:forces:R:3:nbo_charge:R:1
C 1.9805 0.0960 -0.5504 0.9358 -1.5105 1.9995 -0.658
H 0.5058 -1.8723 -1.7731 0.1351 0.1986 -0.2104 0.207
H -1.1037 1.2593 -1.0410 0.0650 0.5963 0.2837 0.231
H -1.5224 1.2143 1.7890 0.1723 0.0387 -0.5420 0.231
H 0.0960 -0.6329 2.0468 -0.3246 -0.5112 0.0877 0.083
H -0.9565 -0.6775 -1.9705 -0.0885 -1.0689 0.4930 0.191
C -0.9667 -0.7361 1.6835 1.8038 0.8033 -0.2516 0.471
H 0.0938 1.9612 0.1328 -0.1834 -0.0135 -0.0783 0.220
O -1.6416 -1.6903 1.9303 -0.3024 -0.0178 0.0020 -0.518
H -2.3918 0.2594 0.6261 0.0691 0.3923 -0.5240 0.227
H 2.4339 0.6159 -1.3910 -0.3065 0.3481 -0.0014 0.228
H 2.5181 -0.8984 -0.5225 -0.8941 0.6748 -0.3310 0.225
C -0.4610 1.0748 -0.1742 0.1578 -1.2255 -0.2139 -0.447
C 0.4682 -0.0339 -0.6582 1.1291 -0.0650 -1.3763 0.025
C -1.3741 0.5144 0.9363 -1.4118 -0.1356 1.2217 -0.514
C -0.0237 -0.9796 -1.4717 -0.5621 1.2061 0.0343 -0.408
H 2.3455 0.5256 0.4077 -0.3947 0.2898 -0.5933 0.207
```
Positions in Å, forces in eV/Å.

HOMO-LUMO gap = 10.082 eV
Relative energy (zero: lowest compared OMol25 entry of this formula, charge and spin) = 1.368 eV
Maximum force = 0.0520 hartree/bohr

---

Below is a 2-piece molecular cluster, CH4O2S overall in a non-equilibrium geometry, with properties calculated with ωB97M-V with the def2-TZVPD basis set.

Structure (XYZ):
```
8
Properties=species:S:1:pos:R:3:forces:R:3:nbo_charge:R:1
H -1.1062 -1.0843 -0.9003 0.3514 -0.8943 -1.1830 0.207
H -1.9099 -1.3001 0.6238 -1.3438 -2.2731 1.8949 0.204
H -2.2064 0.1138 -0.3054 -0.4603 0.2058 -0.1685 0.207
H -0.6724 -0.1259 0.4550 -0.1361 -0.1465 0.0285 0.223
C -1.4997 -0.6497 -0.0311 1.4701 3.0630 -0.5958 -0.842
S 2.8497 0.9095 0.3190 1.0227 -0.0002 0.1369 1.667
O 1.5549 0.5761 0.7731 -1.0252 -0.2706 0.4800 -0.837
O 2.9899 1.5607 -0.9342 0.1213 0.3158 -0.5932 -0.829
```
Positions in Å, forces in eV/Å.

HOMO-LUMO gap = 10.932 eV
Relative energy (zero: lowest compared OMol25 entry of this formula, charge and spin) = 0.691 eV
Maximum force = 0.0671 hartree/bohr

---

Below is C10H16N2O3 as an isolated structure in a non-equilibrium geometry, with properties calculated with ωB97M-V with the def2-TZVPD basis set.

Structure (XYZ):
```
31
Properties=species:S:1:pos:R:3:forces:R:3:nbo_charge:R:1
H -1.1929 4.0173 -1.2112 -1.0367 -0.3612 1.2270 0.239
H 0.4041 2.5378 -2.5576 -1.1338 0.1847 0.3866 0.269
C 2.1155 -0.7152 0.4359 2.9092 -0.6885 3.2904 -0.244
N -1.5209 0.7339 -0.5057 -0.1563 -1.7725 -1.6674 -0.673
H -0.7885 -1.7445 -0.6294 -1.6267 -0.3617 -1.0728 0.250
H -0.8026 0.2112 -2.4595 0.1590 0.3737 0.8206 0.212
H -1.4585 2.2773 -2.7693 1.4244 0.4309 0.8284 0.188
C -0.5544 2.2720 -2.0484 -0.9808 0.0230 -2.1345 -0.413
H 0.1871 3.3375 -0.4022 -2.0815 -0.8164 0.0171 0.225
H 2.8789 -2.4968 1.1594 -2.6746 0.0895 0.5712 0.211
O 0.0412 -0.5586 2.3653 -3.6651 -1.9470 -5.6155 -0.622
H -2.4625 0.3142 -0.8852 2.7949 1.3903 1.0186 0.384
H 0.9709 -3.3576 -0.2361 0.1902 -0.3312 -0.1622 0.230
N 0.9646 -0.7268 -0.4622 2.7797 0.8403 0.6673 -0.436
C -0.8835 3.0373 -0.8018 2.9343 1.6022 0.7247 -0.473
H 0.0993 -3.3010 1.3480 0.0617 -0.0284 -0.6496 0.232
H 1.6298 -2.0761 2.4883 0.5367 1.2852 -3.0344 0.256
C -0.4917 0.8793 -1.5992 -2.4359 -3.7509 -0.7514 -0.143
C 0.8535 0.3824 -1.1747 0.2311 5.1897 -1.1952 0.680
H -1.3962 1.9922 1.2517 -0.2636 0.4090 -1.4372 0.223
H 2.2181 0.0835 1.2914 -0.6884 -0.4765 -2.4457 0.239
O -1.9734 -1.3376 1.3872 1.8819 0.1052 1.8786 -0.712
C 0.6602 -2.7343 0.5865 1.4501 -1.3014 1.3734 -0.417
C -1.6504 2.0387 0.1487 -4.8341 -0.0505 -1.5031 -0.192
H 3.2659 -0.8610 0.0185 -3.4822 0.6395 0.2379 0.228
H -3.0278 1.9941 -0.0669 3.9209 1.6460 1.5716 0.162
O 1.7311 1.2599 -1.4322 -0.0941 -3.3417 1.1990 -0.630
H -2.2403 -1.3154 2.3592 0.6721 0.2255 -1.6742 0.497
C 1.7968 -1.9768 1.2989 4.7851 -3.7126 1.3529 -0.431
C -0.0687 -1.5668 0.0926 1.2140 1.1130 -1.3913 -0.185
C -0.5743 -1.0453 1.3139 -2.7915 3.3927 7.5695 0.846
```
Positions in Å, forces in eV/Å.

HOMO-LUMO gap = 9.211 eV
Relative energy (zero: lowest compared OMol25 entry of this formula, charge and spin) = 5.423 eV
Maximum force = 0.1702 hartree/bohr

---

no.,E_tot (Ha)
1,-6596.81435
2,-309.79210
3,-589.14252
4,-725.70153